{
  "formula": "C6H10N3O",
  "method": "ωB97M-V/def2-TZVPD",
  "species": ["C", "O", "C", "C", "C", "N", "C", "N", "C", "N", "H", "H", "H", "H", "H", "H", "H", "H", "H", "H"],
  "xyz": [[1.28716, -0.92098, -1.70798], [0.30424, -0.63721, -0.74928], [0.32123, 0.58202, 0.08255], [1.16481, 1.80454, -0.34975], [0.63583, -0.01896, 1.40791], [-0.15285, -0.20596, 2.39458], [-1.39183, -0.01799, 2.15967], [-2.62591, 0.22846, 2.05618], [-2.06268, -0.46231, 1.02279], [-2.32441, -1.22249, 0.09805], [1.07184, -0.55726, -2.68397], [1.24643, -1.99955, -1.85556], [2.29381, -0.60213, -1.44067], [-0.75181, 0.89716, 0.08926], [1.00972, 2.68579, 0.37191], [0.97315, 2.15000, -1.30945], [2.25597, 1.52602, -0.29285], [1.72630, -0.24351, 1.43898], [-1.75397, -1.86772, -0.42402], [-3.22706, -1.11795, -0.30834]],
  "forces_ev_per_a": [[0.9, -0.8, -0.2], [-0.6, 1.2, 1.2], [-1.6, 0.3, -1.3], [1.5, -0.7, 3.2], [2.6, 0.8, 0.0], [3.7, 0.3, 2.0], [0.5, -1.8, -3.8], [-3.5, 1.6, 0.5], [0.4, 1.0, 4.7], [-2.1, -1.9, -3.7], [-0.5, 1.0, -0.7], [0.3, -0.1, 0.4], [0.0, -0.1, 0.2], [0.9, 0.1, -0.3], [0.1, -1.4, -0.9], [-0.7, 0.4, -1.8], [-1.0, 0.4, 0.0], [-0.9, -0.4, 0.7], [1.0, 0.4, 0.3], [-1.1, -0.3, -0.3]],
  "mulliken_charge": [-0.812, -0.286, 0.320, -1.454, 0.110, -0.521, 0.736, -0.536, 0.318, -0.184, 0.340, 0.285, 0.315, 0.294, 0.361, 0.407, 0.364, 0.403, 0.267, 0.273],
  "homo_energy_ev": -14.27,
  "multiplicity": 1,
  "fmax_ev_per_a": 4.88,
  "total_charge": 1,
  "orbital_gap_ev": 9.575,
  "smiles": "CO[C@H](C)/C=N\\c1nc1=[NH2+]",
  "relative_energy_kcal_mol": 150.7
}